Record 1
A structure of composition C12H18BrN4OPtSi at a distorted geometry, computed with ωB97M-V with the def2-TZVPD basis set.

Element x y z (Å)
Pt1 1.2513 -0.0555 -0.1162
O1 1.1339 -4.6181 -3.3275
C1 0.6947 -3.6247 -2.5518
C2 -0.5859 -3.6139 -1.9753
C3 -0.9534 -2.5691 -1.1574
N1 -0.0917 -1.5667 -0.9504
C4 1.0897 -1.5861 -1.4977
Br1 3.5281 0.5233 0.1558
C5 1.5887 -2.5775 -2.2956
H1 0.4749 -5.3161 -3.4232
H2 -1.2772 -4.4277 -2.1491
H3 -1.9179 -2.5294 -0.6696
H4 2.5833 -2.5752 -2.7147
C6 0.6310 -1.5825 2.6664
Si1 0.8114 0.2274 2.2768
C7 -0.7831 1.1727 2.4173
C8 2.1504 1.0396 3.2554
H5 0.5938 -1.7010 3.7540
H6 1.4803 -2.1627 2.3019
H7 -0.2851 -1.9954 2.2432
H8 -1.0357 1.2212 3.4814
H9 -1.6064 0.6867 1.8936
H10 -0.6871 2.1960 2.0529
H11 1.8003 1.1297 4.2881
H12 2.3801 2.0387 2.8840
H13 3.0687 0.4546 3.2423
N2 -3.3875 2.4826 -1.7505
C9 -2.0925 2.5873 -1.3845
C10 -1.3435 1.4609 -0.9901
N3 -0.0799 1.5966 -0.6334
C11 0.4882 2.8126 -0.6492
C12 -0.2704 3.9009 -1.0400
N4 -1.5421 3.8003 -1.3987
H14 -3.8628 1.6016 -1.7960
H15 -3.8696 3.3147 -2.0432
H16 -1.7701 0.4674 -0.9722
H17 1.5266 2.8958 -0.3651
H18 0.1667 4.8914 -1.0616

Calculated values
* orbital gap (alpha / beta): 6.49 / 6.52 eV
* 2S+1: 1
* ΔE to the lowest compared entry with this formula, charge and spin: 26.96 kcal/mol
* net charge: +1
* E_tot: -101904.73451 eV
* highest occupied orbital energy (alpha / beta): -11.499 / -11.672 eV

Record 2
An isolated molecule of C17H25NO4, computed with ωB97M-V with the def2-TZVPD basis set.

Element x y z (Å)
C1 5.1621 0.2993 1.3003
C2 5.6031 -0.1847 -0.0783
C3 6.4130 0.9025 -0.7831
C4 4.4045 -0.5799 -0.9489
C5 3.6555 -1.8204 -0.4508
O1 2.8537 -1.5872 0.6913
C6 1.6983 -0.8989 0.5847
C7 1.0441 -0.6287 1.7936
C8 -0.1446 0.0550 1.8041
C9 -0.7269 0.5140 0.6151
C10 -2.0054 1.2335 0.7149
O2 -2.6584 1.2324 1.7423
C11 -2.5508 1.9321 -0.5164
C12 -3.5834 0.9973 -1.1680
N1 -4.6978 0.8087 -0.2620
C13 -5.5253 -0.3522 -0.5273
C14 -6.8654 -0.2279 0.1973
C15 -4.8082 -1.5895 0.0407
O3 -4.9723 -2.6940 -0.3993
O4 -4.0224 -1.3324 1.0754
C16 -0.0780 0.2311 -0.5855
C17 1.1135 -0.4660 -0.6059
H1 6.0281 0.5842 1.8936
H2 4.5104 1.1663 1.2069
H3 4.6231 -0.4800 1.8307
H4 6.2426 -1.0660 0.0476
H5 6.7668 0.5564 -1.7520
H6 5.8030 1.7903 -0.9366
H7 7.2763 1.1809 -0.1837
H8 4.7581 -0.7932 -1.9602
H9 3.7129 0.2635 -1.0038
H10 3.0463 -2.2463 -1.2576
H11 4.3715 -2.5811 -0.1275
H12 1.4978 -0.9780 2.7074
H13 -0.6553 0.2587 2.7328
H14 -3.0621 2.8407 -0.1930
H15 -1.7714 2.1961 -1.2266
H16 -3.1273 0.0194 -1.3531
H17 -3.8922 1.4146 -2.1411
H18 -5.2513 1.6550 -0.1918
H19 -5.7052 -0.5230 -1.6019
H20 -7.4345 -1.1458 0.0779
H21 -7.4438 0.5987 -0.2116
H22 -6.6994 -0.0502 1.2579
H23 -3.9729 -0.3634 1.2392
H24 -0.5057 0.5324 -1.5294
H25 1.5756 -0.6745 -1.5582

Calculated values
* orbital gap: 9.05 eV
* 2S+1: 1
* ΔE to the lowest compared entry with this formula, charge and spin: 21.26 kcal/mol
* net charge: 0
* E_tot: -27715.32163 eV
* highest occupied orbital energy: -8.794 eV

Record 3
The ion C4H10NS with charge -1 at a distorted geometry, computed with ωB97M-V with the def2-TZVPD basis set.

Element x y z (Å)
C1 -1.3731 2.0774 1.6821
N1 -1.0394 0.5847 1.9355
C2 0.3847 0.3459 1.5140
C3 0.8341 0.4035 -0.0147
C4 0.0227 -0.7546 -0.7747
S1 0.6877 -1.4815 -2.3036
H1 -0.8109 2.6076 2.4697
H2 -1.2901 2.4054 0.5792
H3 -2.4647 2.0317 1.9797
H4 -1.6768 0.0215 1.3818
H5 0.9948 1.0511 2.0221
H6 0.7872 -0.6215 1.8228
H7 0.7241 1.4270 -0.4340
H8 1.8761 0.1177 -0.1764
H9 -0.0453 -1.4084 0.0188
H10 -1.0333 -0.4539 -0.7951

Calculated values
* orbital gap: 5.97 eV
* 2S+1: 1
* ΔE to the lowest compared entry with this formula, charge and spin: 25.50 kcal/mol
* net charge: -1
* E_tot: -16635.00545 eV
* highest occupied orbital energy: -2.292 eV

Record 4
A structure of composition C21H32BO3Rh at a distorted geometry, computed with ωB97M-V with the def2-TZVPD basis set.

Element x y z (Å)
Rh1 0.3888 0.5252 0.0120
C1 0.3748 -1.4224 1.1651
C2 -1.0407 -1.7689 1.1023
C3 -1.3091 -2.3447 -0.1428
H1 -1.7172 -1.7222 1.9340
C4 -0.0893 -2.4257 -0.8921
C5 0.9603 -1.8910 -0.1020
H2 2.0301 -1.9955 -0.3030
H3 0.9719 -1.2159 2.0564
H4 -2.2553 -2.7433 -0.4869
H5 0.0564 -2.9380 -1.8464
C6 1.7060 1.8502 0.9295
C7 2.3540 0.6564 0.5892
C8 2.2745 0.4848 -0.8340
H6 2.8561 -0.0114 1.2653
C9 1.5256 1.5936 -1.3684
C10 1.1339 2.4354 -0.2482
H7 0.4816 3.3214 -0.3297
H8 1.6799 2.3124 1.9052
H9 2.6384 -0.3347 -1.4428
H10 1.2655 1.7553 -2.4193
O1 -0.7073 0.3463 -2.0708
C11 -0.8960 0.2037 -3.5673
C12 -2.4507 0.3887 -3.2896
C13 -0.4252 -1.1446 -4.0734
C14 -0.2811 1.3840 -4.3839
C15 -2.0750 0.6828 -1.8081
H11 -2.9785 -0.5641 -3.3709
H12 -2.9198 1.2400 -3.7615
H13 -2.2131 1.7457 -1.5279
H14 -2.6002 0.0321 -1.0814
H15 -0.7944 -1.5215 -5.0746
H16 -0.6901 -1.8792 -3.3068
H17 0.6773 -1.0907 -4.1477
H18 -0.5820 1.5080 -5.4523
H19 0.8069 1.2222 -4.3754
H20 -0.5227 2.3109 -3.8479
C16 -3.4092 0.3813 3.8032
C17 -2.3791 1.3462 3.2297
C18 -2.9875 2.6969 3.0881
O2 -2.0097 0.8324 1.8971
B1 -0.6498 1.0053 1.7922
O3 0.0038 1.4082 2.9364
C19 -0.9669 1.3809 4.0482
C20 -0.7394 2.5442 4.9226
C21 -0.6949 0.0769 4.8217
H21 -4.3055 0.4074 3.1642
H22 -3.7038 0.7275 4.8101
H23 -3.0537 -0.6660 3.8797
H24 -3.8444 2.6191 2.4482
H25 -3.3223 3.0526 4.0487
H26 -2.2977 3.4040 2.6678
H27 -1.4138 2.4987 5.7513
H28 0.2545 2.5003 5.2974
H29 -0.8751 3.4645 4.4074
H30 -0.8263 -0.8514 4.2231
H31 0.3417 0.1130 5.1840
H32 -1.3558 0.0336 5.6982

Calculated values
* orbital gap (alpha / beta): 2.25 / 6.77 eV
* 2S+1: 5
* net charge: -2
* E_tot: -32116.22524 eV
* highest occupied orbital energy (alpha / beta): 2.535 / -2.772 eV

Q: Which value of E_tot does entry 1 give?
A: -101904.73451 eV